(1)
Here is a cluster of 3 separate species, C2H11N2O2 in total from the OMol25 dataset. Energies are from ωB97M-V/def2-TZVPD.

Each atom is followed by the atoms it is bonded to, with distances in Å.
Cartesian coordinates (Å):
1 C 0.30994 -1.20472 1.79714  N2 1.535, H5 1.071, H6 1.065, H7 1.063
2 N -0.01521 0.11634 1.08736  C1 1.535, C3 1.319, H8 1.016
3 C -1.03980 0.73633 1.63920  N2 1.319, N4 1.378, H9 1.168
4 N -1.92383 1.53114 0.94220  C3 1.378, H10 1.014, H11 0.972
5 H 0.78104 -1.73669 0.99615  C1 1.071
6 H 0.99543 -1.03542 2.59439  C1 1.065
7 H -0.68112 -1.49678 2.04738  C1 1.063
8 H 0.75070 0.44368 0.50510  N2 1.016
9 H -1.68336 0.59284 2.60389  C3 1.168
10 H -1.69768 1.70091 -0.03145  N4 1.014
11 H -2.81408 1.45118 1.32347  N4 0.972
12 H 2.38088 -0.46959 -3.64310  O14 0.957
13 H 1.59501 -1.69730 -3.79966  O14 0.940
14 O 1.72161 -0.99376 -3.18883  H12 0.957, H13 0.940
15 H 0.72800 1.35701 -1.66979  O17 0.941
16 H 0.54555 -0.04074 -1.75195  O17 0.978
17 O 0.04695 0.74557 -1.45151  H15 0.941, H16 0.978

## Properties
charge	+1



(2)
Here is a cluster of 3 separate species, C2H11N2O2 in total from the OMol25 dataset. Energies are from ωB97M-V/def2-TZVPD.

Each atom is followed by the atoms it is bonded to, with distances in Å.
Cartesian coordinates (Å):
1 C 0.90978 -0.83531 -0.55681  C2 1.372, N4 1.491, H5 1.065
2 C 0.12308 -0.68801 -1.67081  C1 1.372, N3 1.354, H6 1.095
3 N -0.23409 -1.77891 -2.38828  C2 1.354, H7 1.042, H8 1.018
4 N 0.84745 0.23297 0.48146  C1 1.491, H9 1.065, H10 0.968, H11 0.969
5 H 1.42931 -1.72884 -0.29861  C1 1.065
6 H -0.19053 0.27999 -2.07407  C2 1.095
7 H -0.83476 -1.61524 -3.22325  N3 1.042
8 H 0.09498 -2.73615 -2.27839  N3 1.018
9 H 1.76862 0.70157 0.73682  N4 1.065
10 H 0.56037 -0.17693 1.31026  N4 0.968
11 H 0.17542 0.87212 0.20102  N4 0.969
12 H -1.53250 3.18180 0.44675  O14 0.987
13 H -2.21688 2.28324 -0.69432  O14 0.979
14 O -1.45905 2.34879 -0.07782  H12 0.987, H13 0.979
15 H 0.45110 -0.61159 3.90769  O17 0.956
16 H -0.62721 0.33336 3.36413  O17 0.943
17 O 0.26298 0.04848 3.24224  H15 0.956, H16 0.943

## Properties
charge	+1



Quick rundown of energy relative to the best compared isomer or geometry (same formula, charge and spin), same order as above: 2.230; 1.496 eV
Quick rundown of frontier orbital gap, same order as above: 0.394; 0.351 hartree